[1]
Computed, not measured: a cluster of 2 separate species, C5H9FN3S in total, with ωB97M-V/def2-TZVPD.

Output
- total charge = +1
- DFT total energy (eV) = -23344.959

Geometry (Å):
C -0.4491 -0.1898 -2.2059
C -0.9029 -0.4112 0.0826
C 1.1699 1.7759 -2.4389
C -1.0938 -0.3674 2.5155
C 0.3368 0.8795 -1.6351
N -0.5021 -0.5216 -3.4002
N -1.1482 -0.8517 -1.1328
N -1.4165 -0.8715 1.1997
F 1.9812 -1.6283 0.2943
S 0.2186 0.9538 0.0593
H 2.1916 1.8201 -2.0584
H 1.1702 1.4354 -3.4734
H 0.7855 2.7982 -2.4051
H -0.2105 -0.8698 2.9148
H -1.9322 -0.5539 3.1821
H -0.9048 0.7031 2.4713
H -1.7568 -1.6259 -1.3625
H 2.7368 -2.1627 0.1414
H -2.0145 -1.6874 1.1547

***

[2]
Computed, not measured: a cluster of 2 separate species, C4H7N3O in total, with ωB97M-V/def2-TZVPD.

Output
- DFT total energy (eV) = -10773.921

Geometry (Å):
C -1.3257 0.0209 -0.1371
C -0.6932 -1.1654 -0.2969
C 0.6581 -0.7305 -0.3090
C 0.7407 0.5506 -0.2873
H -3.1533 -0.7452 0.5615
H -3.1710 1.0815 -0.0026
H -1.0092 -2.0910 -0.4644
H 1.9612 -1.7294 1.1953
H 2.5610 -0.7431 -0.1666
H 1.8556 1.5932 1.1476
H 1.4210 2.7045 -0.5838
N -2.7364 0.0990 -0.0377
N 1.8180 -1.4992 -0.2016
N 1.6672 1.6270 -0.0889
O -0.5938 1.0272 -0.3286

***

[3]
Computed, not measured: a cluster of 4 separate species, C39H77BO19P3 in total, with ωB97M-V/def2-TZVPD.

Output
- total charge = -1
- DFT total energy (eV) = -109143.032

Geometry (Å):
C 4.8778 1.7461 -1.0789
C 4.6743 0.2985 -1.4229
C 5.1533 -0.7086 -0.6239
C 4.9707 -2.0166 -0.9746
C 4.2994 -2.3929 -2.1170
C 4.1075 -3.8327 -2.5490
C 2.7010 -4.3849 -2.2504
C 5.1992 -4.7152 -1.9069
C 3.7858 -1.3787 -2.8897
O 3.0850 -1.6386 -4.0210
C 1.7760 -0.9716 -3.9938
B 0.6021 -1.6783 -4.8922
O -0.6448 -1.0962 -4.2618
C -1.7377 -1.9191 -4.4783
C -2.7955 -1.9196 -3.3868
C -3.5226 -0.5551 -3.3042
C -3.3161 0.0173 -1.8809
C -4.4326 0.9740 -1.5054
O -4.6985 1.9900 -2.0858
O -5.1983 0.6992 -0.4034
C -1.0488 -3.3321 -4.7256
C -1.4980 -4.5235 -3.8987
C -0.8277 -4.5831 -2.5027
C -1.8230 -4.4130 -1.3138
C -1.6877 -5.4518 -0.2446
O -0.7796 -5.5008 0.5340
O -2.7242 -6.3723 -0.1693
O 0.3339 -3.1207 -4.7719
C 3.9849 -0.0606 -2.5400
H 4.8914 1.9216 -0.0045
H 5.8681 2.0402 -1.4423
H 4.1671 2.4020 -1.5746
H 5.6794 -0.4322 0.2744
H 5.3768 -2.7672 -0.3110
H 4.2952 -3.8642 -3.6216
H 2.1237 -3.7670 -1.5717
H 2.1940 -4.5629 -3.1943
H 2.8270 -5.3573 -1.7656
H 6.1561 -4.1913 -1.9013
H 4.9296 -4.8779 -0.8627
H 5.3545 -5.6409 -2.4564
H 1.4176 -0.9448 -2.9618
H 1.8829 0.0403 -4.3925
H 0.5801 -1.1711 -6.0195
H -2.2042 -1.4580 -5.3704
H -2.3062 -2.0772 -2.4270
H -3.5176 -2.7001 -3.6164
H -3.2020 0.1245 -4.0867
H -4.5949 -0.7478 -3.3749
H -2.3441 0.5047 -1.8511
H -3.3387 -0.7944 -1.1540
H -4.8853 -0.1047 0.0274
H -1.2910 -3.5092 -5.7907
H -2.5812 -4.6119 -3.8263
H -1.1732 -5.4130 -4.4426
H -0.1178 -3.7657 -2.4761
H -0.3351 -5.5461 -2.4008
H -1.5951 -3.4598 -0.8337
H -2.8414 -4.3055 -1.6781
H -3.0989 -6.2696 0.7118
H 3.6034 0.7380 -3.1582
O -5.0470 7.7549 -3.1158
P -6.0995 7.1216 -3.9463
O -5.2992 6.2729 -5.0801
C -4.4237 5.2216 -4.6632
C -5.1856 4.0273 -4.1225
O -6.6179 8.3861 -4.8412
C -6.1983 9.7141 -4.5456
C -4.9130 10.0722 -5.2688
O -7.5553 6.4023 -4.1997
C -8.2143 5.6544 -3.1667
C -8.0012 6.2065 -1.7729
H -3.7142 5.5945 -3.9198
H -3.8529 4.9241 -5.5426
H -5.6603 4.2707 -3.1670
H -4.5235 3.1858 -3.9533
H -5.9679 3.7240 -4.8210
H -6.0963 9.8542 -3.4699
H -6.9982 10.3810 -4.8737
H -4.1711 9.2781 -5.2023
H -4.4854 10.9910 -4.8640
H -5.1110 10.2267 -6.3314
H -7.8966 4.6100 -3.2169
H -9.2795 5.6671 -3.4023
H -6.9360 6.2687 -1.5224
H -8.4794 5.5624 -1.0355
H -8.4224 7.2097 -1.6850
O 0.6515 0.4699 3.4120
P -0.8143 0.6012 3.1944
O -1.3382 0.9231 4.7190
C -0.8938 2.1029 5.3711
C -1.5065 3.3572 4.7723
O -1.2423 -0.9620 3.0914
C -0.2356 -1.9506 2.8585
C 0.4393 -2.4150 4.1284
O -2.2597 1.0105 2.5204
C -2.4861 2.0811 1.5764
C -1.3714 2.3334 0.5859
H 0.1987 2.1589 5.3466
H -1.1968 2.0144 6.4151
H -1.1136 3.5383 3.7668
H -1.2749 4.2325 5.3810
H -2.5899 3.2587 4.6974
H 0.5123 -1.5749 2.1610
H -0.7323 -2.7861 2.3634
H 0.7049 -1.5862 4.7835
H 1.3419 -2.9751 3.8797
H -0.2191 -3.0634 4.7104
H -2.7166 2.9971 2.1279
H -3.3874 1.8102 1.0265
H -0.4139 2.5506 1.0758
H -1.6212 3.1864 -0.0447
H -1.2241 1.4580 -0.0485
O 4.7837 -3.7104 6.8967
P 5.8264 -2.7531 6.4565
O 5.8022 -2.8102 4.8302
C 4.6045 -2.4494 4.1396
C 4.3443 -0.9506 4.2130
O 7.1937 -3.5920 6.7552
C 7.1603 -4.8114 7.4909
C 6.9401 -6.0088 6.5852
O 6.7080 -1.3675 6.5587
C 6.1843 -0.1862 7.1805
C 5.2770 -0.4602 8.3621
H 3.7549 -3.0133 4.5330
H 4.7373 -2.7367 3.1022
H 4.0791 -0.6572 5.2352
H 3.5210 -0.6585 3.5589
H 5.2324 -0.3860 3.9234
H 6.4043 -4.7664 8.2744
H 8.1255 -4.9068 7.9923
H 6.1493 -5.8326 5.8579
H 6.6907 -6.8951 7.1710
H 7.8471 -6.2200 6.0154
H 5.6655 0.4178 6.4315
H 7.0428 0.3999 7.5117
H 4.4329 -1.1011 8.0827
H 4.8715 0.4739 8.7504
H 5.8240 -0.9618 9.1622